Entry from OMol25: a structure of composition C41H42P2SeV in a non-equilibrium geometry (ωB97M-V/def2-TZVPD).

The geometry in XYZ format:
```
87
Properties=species:S:1:pos:R:3:mulliken_charge:R:1
V -0.760 1.003 -4.174 -0.768
C -2.061 1.188 -5.522 0.178
C -2.099 -0.277 -5.134 -0.782
C -1.411 -1.285 -6.049 -0.630
C 0.093 -1.076 -6.163 -1.361
C 0.679 -0.261 -5.022 0.097
C 0.746 1.301 -5.217 0.884
C 0.220 1.886 -6.494 -0.991
C -1.291 1.610 -6.747 -1.191
C 0.095 1.241 -0.006 -0.947
H -3.013 1.718 -5.385 0.595
H -3.184 -0.560 -5.080 0.936
H -1.881 -1.251 -7.049 0.533
H -1.599 -2.291 -5.647 -0.093
H 0.565 -2.065 -6.151 0.623
H 0.372 -0.608 -7.113 0.229
H 1.746 -0.545 -5.038 0.704
H 1.722 1.669 -4.881 -0.480
H 0.789 1.502 -7.352 0.406
H 0.375 2.982 -6.491 0.440
H -1.728 2.546 -7.140 0.462
H -1.406 0.885 -7.572 0.241
H 0.596 1.606 -0.910 -0.088
H 0.601 1.612 0.885 0.567
H -0.964 1.518 -0.013 0.477
P -2.457 -1.246 -3.199 1.536
P 3.045 0.426 -0.954 0.516
C -0.727 -1.542 -3.075 -1.265
C 0.276 -0.675 -3.577 0.907
C -3.416 -2.628 -2.588 0.592
C -3.470 -3.842 -3.301 -0.312
C -4.047 -4.960 -2.704 -0.776
C -4.591 -4.865 -1.415 -0.532
C -4.566 -3.651 -0.718 -0.793
C -3.977 -2.533 -1.299 -0.328
C -3.222 0.252 -2.526 0.691
C -2.435 1.433 -2.431 0.635
C -3.086 2.682 -2.309 -0.832
C -4.476 2.762 -2.273 -0.865
C -5.245 1.593 -2.343 -0.727
C -4.634 0.346 -2.470 -0.874
C 4.357 -0.676 -1.401 0.713
C 4.011 -2.059 -1.307 -0.460
C 4.997 -3.036 -1.385 -0.663
C 6.335 -2.676 -1.595 -0.401
C 6.672 -1.329 -1.791 -0.728
C 5.707 -0.331 -1.680 -0.174
C 3.493 1.853 -1.876 0.907
C 3.165 3.150 -1.369 -0.479
C 3.233 4.253 -2.207 -0.715
C 3.641 4.113 -3.542 -0.444
C 3.969 2.844 -4.042 -0.758
C 3.890 1.719 -3.229 -0.501
H -0.433 -2.336 -2.383 0.794
H 1.179 -0.598 -2.946 -0.276
H -3.059 -3.878 -4.311 0.276
H -4.072 -5.908 -3.242 0.426
H -5.043 -5.745 -0.952 0.401
H -5.003 -3.567 0.278 0.429
H -3.955 -1.579 -0.771 0.372
H -1.313 1.389 -2.324 -0.486
H -2.475 3.588 -2.282 0.479
H -4.967 3.734 -2.201 0.443
H -6.335 1.663 -2.322 0.464
H -5.251 -0.547 -2.563 0.523
H 2.961 -2.326 -1.164 0.287
H 4.730 -4.090 -1.278 0.416
H 7.108 -3.450 -1.606 0.402
H 7.704 -1.072 -2.031 0.402
H 5.995 0.713 -1.824 0.428
H 2.880 3.252 -0.319 0.426
H 2.957 5.238 -1.826 0.459
H 3.670 4.978 -4.205 0.440
H 4.297 2.727 -5.078 0.421
H 4.164 0.736 -3.626 0.460
Se 0.265 -0.711 -0.043 0.345
C -0.394 -0.977 1.720 0.559
C -1.612 -0.400 2.114 -0.334
C -1.985 -0.470 3.460 -0.637
C -1.180 -1.161 4.377 -0.562
C -0.002 -1.796 3.955 -0.564
C 0.396 -1.712 2.619 -0.545
H -2.219 0.135 1.383 0.292
H -2.903 0.026 3.781 0.403
H -1.471 -1.211 5.426 0.380
H 0.623 -2.351 4.655 0.395
H 1.327 -2.159 2.261 0.371
```

## Properties
Total charge: +2
2S+1: 2
Energy relative to the best compared isomer or geometry (same formula, charge and spin), eV: 0.000
LUMO level (spin up / spin down), Eh: -0.292 / -0.292
Kohn-Sham gap (spin up / spin down), Eh: 0.1389 / 0.1261


Entry from OMol25: a structure of composition C41H43BBrCl2CoNO5S (ωB97M-V/def2-TZVPD).

The geometry in XYZ format:
```
96
Properties=species:S:1:pos:R:3:mulliken_charge:R:1
Co 0.921 -0.394 0.180 1.387
Cl 1.790 -0.423 2.743 -0.080
C 3.418 0.082 3.077 0.453
C 3.736 0.277 4.411 -0.835
C 5.015 0.671 4.765 -0.446
C 5.952 0.857 3.758 -0.609
C 5.607 0.657 2.432 0.116
Cl 6.877 0.904 1.253 -0.262
C 4.311 0.280 1.994 0.010
S 3.892 0.034 0.334 -0.210
H 2.972 0.116 5.163 0.435
H 5.276 0.835 5.804 0.335
H 6.964 1.161 3.994 0.384
O 1.786 2.289 1.311 -0.186
B 1.764 1.420 0.153 0.475
O 2.127 2.224 -0.974 -0.553
C 2.407 3.466 -0.502 0.996
C 2.810 4.576 -1.204 -1.216
C 3.014 5.760 -0.477 -0.487
C 2.813 5.798 0.897 -0.548
C 2.397 4.656 1.599 -1.191
C 2.204 3.503 0.875 0.654
H 2.964 4.530 -2.276 0.450
H 3.335 6.655 -0.997 0.361
H 2.978 6.724 1.435 0.368
H 2.235 4.669 2.671 0.483
Br -1.674 -2.456 -3.601 -0.157
C -1.160 -0.784 -4.348 0.300
C -2.040 -0.204 -5.255 -0.446
C -1.720 1.013 -5.841 -0.582
C -0.513 1.628 -5.531 -0.667
C 0.359 1.026 -4.638 -0.644
C 0.046 -0.180 -4.009 0.572
C 1.037 -0.724 -2.989 -0.210
O 2.159 -1.006 -3.411 -0.811
O 0.575 -0.797 -1.812 -0.101
H -2.971 -0.704 -5.490 0.375
H -2.412 1.473 -6.539 0.346
H -0.255 2.579 -5.982 0.355
H 1.306 1.492 -4.387 0.488
C -0.106 -4.511 3.086 -1.463
C -1.145 -3.592 2.485 0.226
C -2.507 -3.930 2.540 -0.920
C -3.424 -3.074 1.944 -0.162
C -4.894 -3.420 1.949 -1.794
C -3.016 -1.901 1.317 -0.059
C -1.643 -1.493 1.252 0.712
C -0.743 -2.430 1.868 0.270
N -1.137 -0.383 0.678 -0.341
C -2.054 0.594 0.074 2.078
C -1.244 1.780 -0.476 -2.750
C -2.128 2.844 -1.140 0.236
C -2.900 2.220 -2.308 -0.549
C -3.742 1.055 -1.780 0.360
C -4.732 1.570 -0.724 -1.494
C -3.967 2.240 0.429 0.367
C -3.125 3.398 -0.118 -1.792
C -3.044 1.209 1.097 -1.083
C -2.807 0.014 -1.147 -0.185
H -0.575 -5.292 3.691 0.407
H 0.594 -3.959 3.718 0.267
H 0.485 -5.003 2.306 0.172
H -2.833 -4.843 3.030 0.189
H -5.086 -4.309 2.552 0.374
H -5.254 -3.617 0.934 0.304
H -5.495 -2.599 2.352 0.324
H -3.794 -1.303 0.867 0.623
H 0.320 -2.211 1.835 -0.231
H -0.522 1.399 -1.201 -0.203
H -0.684 2.227 0.352 0.706
H -1.488 3.653 -1.509 0.510
H -2.200 1.849 -3.064 -0.601
H -3.540 2.973 -2.788 0.718
H -4.294 0.595 -2.606 0.512
H -5.323 0.732 -0.334 0.535
H -5.433 2.284 -1.179 0.591
H -4.683 2.622 1.165 0.225
H -2.584 3.881 0.703 0.519
H -3.771 4.156 -0.584 0.618
H -3.646 0.444 1.585 0.567
H -2.443 1.686 1.880 0.416
H -2.039 -0.290 -1.862 -1.541
H -3.367 -0.884 -0.890 1.238
C 3.654 -4.123 0.127 -0.755
C 2.535 -4.623 -0.809 -0.678
C 1.419 -3.569 -0.651 0.111
O 1.955 -2.567 0.232 0.329
C 2.915 -3.192 1.070 -0.110
H 4.391 -3.543 -0.430 0.299
H 4.166 -4.930 0.657 0.357
H 2.181 -5.611 -0.507 0.286
H 2.872 -4.686 -1.845 0.329
H 0.516 -3.993 -0.203 0.215
H 1.152 -3.072 -1.577 -0.424
H 2.414 -3.745 1.875 0.063
H 3.542 -2.413 1.496 -0.019
```

## Properties
Total charge: -2
2S+1: 2
Energy relative to the best compared isomer or geometry (same formula, charge and spin), eV: 0.034
LUMO level (spin up / spin down), Eh: 0.157 / 0.157
Kohn-Sham gap (spin up / spin down), Eh: 0.2012 / 0.1988